# 1
Formula: C21H26F9N4O17
Source: the OMol25 dataset
Level of theory: ωB97M-V/def2-TZVPD

```
! wB97M-V def2-TZVPD RIJCOSX def2/J DEFGRID3
* xyz 1 1
N 5.055 -3.066 -0.664
C 4.770 -2.039 0.098
N 5.747 -1.474 0.872
C 6.356 -0.263 0.194
O 7.667 -0.106 0.630
N 7.635 0.225 2.043
O 8.348 -0.470 2.618
N 3.554 -1.533 0.121
C 2.426 -2.030 -0.621
F 2.166 -3.256 -0.135
F 2.677 -2.202 -1.879
C 1.139 -1.193 -0.382
F 0.917 -1.070 0.906
F 0.156 -1.933 -0.855
C 1.046 0.165 -1.129
F 1.218 0.052 -2.424
F -0.185 0.619 -0.939
C 1.977 1.291 -0.603
F 3.244 1.088 -0.891
F 1.801 1.500 0.664
F 1.618 2.388 -1.211
H 4.423 -3.865 -0.581
H 6.029 -3.339 -0.632
H 6.506 -2.152 0.916
H 6.371 -0.368 -0.888
H 5.782 0.608 0.523
H 3.385 -0.750 0.743
C 7.885 -7.079 0.000
C 6.846 -8.147 0.240
O 5.619 -7.421 0.073
C 5.874 -6.354 -0.699
O 5.032 -5.639 -1.168
O 7.199 -6.182 -0.888
H 8.791 -7.464 -0.461
H 8.151 -6.539 0.910
H 6.884 -8.946 -0.501
H 6.908 -8.582 1.234
C -2.533 -0.812 0.625
C -2.538 -0.476 2.098
O -3.863 0.021 2.293
C -4.649 -0.498 1.313
O -5.833 -0.405 1.285
O -3.904 -1.122 0.370
H -1.898 -1.658 0.389
H -2.245 0.036 0.004
H -2.392 -1.354 2.730
H -1.799 0.278 2.363
C -8.600 1.088 0.428
C -9.702 0.090 0.683
O -10.881 0.861 0.439
C -10.545 1.889 -0.385
O -11.322 2.614 -0.910
O -9.193 1.971 -0.526
H -7.702 0.628 0.025
H -8.337 1.658 1.322
H -9.678 -0.749 -0.015
H -9.695 -0.296 1.700
C -0.544 4.578 -2.210
C 0.133 5.228 -1.034
O 0.350 6.566 -1.494
C -0.563 6.818 -2.472
O -0.764 7.886 -2.946
O -1.216 5.676 -2.831
H -1.248 3.811 -1.917
H 0.169 4.153 -2.922
H -0.498 5.258 -0.150
H 1.076 4.751 -0.778
C -4.489 4.484 1.156
C -4.852 3.149 0.557
O -3.658 2.784 -0.149
C -2.629 3.443 0.428
O -1.476 3.231 0.188
O -3.066 4.367 1.308
H -4.968 4.664 2.115
H -4.708 5.318 0.489
H -5.053 2.391 1.317
H -5.702 3.208 -0.119
*
```

Values from the calculation:
Highest occupied orbital energy, eV: -12.0
Electronic energy, hartree: -3212.44218
Gap between HOMO and LUMO, eV: 8.002

---

# 2
Formula: C4H10Si
Source: the OMol25 dataset
Level of theory: ωB97M-V/def2-TZVPD

```
! wB97M-V def2-TZVPD RIJCOSX def2/J DEFGRID3
* xyz 0 1
C 2.468 0.755 0.293
C 1.660 -0.170 -0.498
C 0.283 -1.204 -0.463
Si -1.440 -0.689 0.139
C -1.863 1.213 0.180
H 2.176 1.023 1.308
H 3.432 1.048 -0.163
H 2.142 -0.524 -1.369
H 0.607 -1.657 0.467
H 0.368 -1.916 -1.266
H -1.723 -1.326 1.460
H -2.374 -1.347 -0.761
H -2.150 1.572 1.113
H -0.910 1.696 0.019
H -2.675 1.526 -0.459
*
```

Values from the calculation:
Energy relative to the best compared isomer or geometry (same formula, charge and spin), kcal/mol: 27.6
Highest occupied orbital energy, eV: -9.2
Electronic energy, hartree: -447.79066
Gap between HOMO and LUMO, eV: 10.195
SMILES: C=CC[SiH2]C

---

# 3
Formula: CH5N3OP
Source: the OMol25 dataset
Level of theory: ωB97M-V/def2-TZVPD

```
! wB97M-V def2-TZVPD RIJCOSX def2/J DEFGRID3
* xyz 1 1
C 0.302 -0.176 -0.136
N -0.876 -0.443 0.476
N 0.618 1.118 -0.310
N 1.245 -1.014 -0.245
O 4.481 0.866 0.339
P 4.581 -0.484 -0.057
H -1.234 0.311 1.144
H -1.370 -1.368 0.360
H -0.076 1.798 -0.805
H 1.662 1.324 -0.626
H 1.106 -2.048 -0.325
*
```

Values from the calculation:
Energy relative to the best compared isomer or geometry (same formula, charge and spin), kcal/mol: 79.3
Highest occupied orbital energy (alpha / beta), eV: -12.4 / -12.4
Electronic energy, hartree: -621.63386
Gap between HOMO and LUMO (alpha / beta), eV: 5.068 / 5.072

---

# 4
Formula: C10H18Cl14
Source: the OMol25 dataset
Level of theory: ωB97M-V/def2-TZVPD

```
! wB97M-V def2-TZVPD RIJCOSX def2/J DEFGRID3
* xyz 0 1
Cl 29.745 5.328 3.304
C 28.730 6.487 4.137
Cl 29.286 8.203 3.943
Cl 28.781 6.030 5.867
H 27.698 6.461 3.785
Cl 22.812 9.401 -1.937
C 23.324 8.421 -0.593
Cl 24.407 9.162 0.598
Cl 24.051 6.902 -0.985
H 22.381 8.227 -0.082
Cl 25.909 8.495 4.082
C 24.272 9.308 4.345
C 23.556 8.663 5.522
Cl 21.988 9.326 6.075
H 23.681 9.094 3.455
H 24.450 10.376 4.475
H 24.076 8.811 6.468
H 23.343 7.600 5.417
Cl 23.406 6.007 3.425
C 23.565 4.245 3.214
C 22.570 3.721 2.139
Cl 22.659 1.965 2.094
H 23.340 3.784 4.175
H 24.608 3.976 3.046
H 22.940 4.091 1.183
H 21.593 4.031 2.509
Cl 21.611 10.150 10.901
C 21.180 10.226 9.197
C 19.958 11.101 8.955
Cl 18.556 10.646 9.988
H 20.887 9.229 8.869
H 22.081 10.607 8.716
H 19.638 11.068 7.913
H 20.301 12.095 9.243
Cl 24.674 12.871 7.379
C 25.077 13.800 5.925
C 26.488 14.252 5.892
Cl 26.917 15.277 4.450
H 24.332 14.597 5.913
H 25.022 13.119 5.076
H 27.351 13.595 5.999
H 26.533 14.897 6.769
*
```

Values from the calculation:
Energy relative to the best compared isomer or geometry (same formula, charge and spin), kcal/mol: 33.5
Highest occupied orbital energy, eV: -10.6
Electronic energy, hartree: -6834.47556
Gap between HOMO and LUMO, eV: 10.843
SMILES: ClC(Cl)Cl.ClC(Cl)Cl.ClCCCl.ClCCCl.ClCCCl.ClCCCl